[1]
94
Properties=species:S:1:pos:R:3:forces:R:3 method="wB97M-V/def2-TZVPD" e_tot_ha=-9102.4962 orbital_gap_ev="8.80 / 8.63" spin_multiplicity=2 fmax_ev_per_a=2.094 lumo_energy_ev="0.17 / -0.10"
C 0.28437 0.37736 4.89649 -0.2408 0.4514 -0.2401
C 1.08256 0.47939 3.58803 1.1217 0.5867 0.4244
C 2.31276 1.35575 3.92438 -0.1340 -0.4207 0.4398
C 1.53188 -0.92517 3.17871 -0.3011 -0.6130 0.0167
C 1.70700 -1.15711 1.67218 -0.8591 0.7282 0.0179
P 3.07232 -0.11529 0.90991 0.3376 -0.4613 -0.5518
S 3.50121 -0.45399 -0.93611 -0.0201 0.0078 0.0494
S 2.15334 -2.85525 1.31895 1.8127 -0.4098 -0.9655
O 3.55614 -3.00565 1.62745 -0.5846 0.1126 0.5257
O 1.72615 -3.29564 0.02422 -0.7068 0.3178 0.5449
C 1.26544 -3.95381 2.55770 0.0120 -0.4840 -0.2135
F 0.04043 -3.51023 2.87094 0.1172 -0.1674 -0.0004
F 1.14102 -5.14382 1.96835 0.0190 0.2814 0.2295
F 1.99379 -4.10469 3.66382 -0.3537 0.2105 -0.1197
C 0.39715 -0.78793 0.91903 0.6236 0.3431 -0.0668
C -0.46374 0.32098 1.58103 -0.4757 0.0684 -1.3910
C -1.03188 1.26360 0.47163 -0.2740 -0.9429 1.1946
C -1.68962 -0.33661 2.23680 0.8244 -0.2534 0.2639
N 0.31696 1.16756 2.51502 -0.8863 -1.0194 0.8086
O -0.30907 2.19694 2.93691 0.2933 0.3136 -0.2914
H 0.79732 -0.31068 5.56910 -0.2127 0.3016 -0.1629
H -0.74460 0.05706 4.74112 0.0652 -0.2075 -0.0099
H 0.23528 1.36902 5.34607 0.0160 -0.0679 0.0880
H 3.16691 1.16937 3.27926 -0.0457 0.2679 -0.1421
H 2.63451 1.08210 4.93273 0.0690 -0.0002 -0.0363
H 2.03483 2.40663 3.96189 0.0316 0.0332 -0.2382
H 0.75231 -1.61270 3.51245 0.0664 0.1069 0.0144
H 2.42044 -1.20453 3.74994 0.0948 0.1319 -0.0816
H 2.57765 1.17024 1.17603 -0.0435 -0.0586 0.1721
H 4.14148 -0.30177 1.80076 -0.1380 0.1504 0.1925
H -0.21680 -1.67364 0.75478 -0.0244 0.0021 0.1411
H 0.69569 -0.47084 -0.08149 -0.0582 -0.0437 -0.0574
H -2.01194 1.56236 0.83511 0.0989 0.5381 -0.1590
H -0.38700 2.12211 0.31251 -0.0252 0.0073 -0.2136
H -1.20757 0.69858 -0.43977 0.0913 0.1145 0.1756
H -2.34968 0.42350 2.64428 -0.1023 -0.0905 0.0938
H -1.37793 -1.04577 3.00954 -0.1783 0.0758 0.0957
H -2.18423 -0.93840 1.47427 -0.1820 0.3335 0.0470
Cl -3.88535 -2.92790 1.11388 -0.0821 -0.0947 -0.0287
C -4.86778 -3.11307 2.59101 0.0018 -0.0948 0.0378
C -5.95364 -2.07352 2.69388 -0.0914 -0.0390 0.0187
Cl -5.30568 -0.43893 2.97721 0.0194 0.0185 -0.0157
H -4.19579 -3.07463 3.44476 0.0246 0.0668 -0.0185
H -5.31859 -4.10298 2.54636 -0.0210 0.0069 -0.0245
H -6.60087 -2.30838 3.53715 0.0275 -0.0124 0.0209
H -6.55620 -2.04131 1.79003 0.0429 0.0321 -0.0334
Cl 0.23645 0.87894 -2.30219 0.1328 0.0770 -0.6149
C -0.16942 0.24283 -3.92085 -0.0617 -0.0917 -0.0089
C 1.00973 0.25585 -4.85285 0.0810 -0.1378 -0.0982
Cl 1.49288 1.91107 -5.29231 0.0404 0.0824 -0.0113
H -0.99251 0.83303 -4.31237 0.0037 0.0553 0.0004
H -0.51227 -0.78011 -3.77936 0.0233 -0.0291 0.0094
H 0.74560 -0.25463 -5.77831 -0.0529 0.0286 -0.0015
H 1.87216 -0.24069 -4.41399 0.0082 0.0637 0.0502
Cl 0.12419 -3.27030 9.61186 -0.0097 0.0205 0.0005
C -0.19057 -3.97366 8.00616 -0.0610 -0.0441 0.0032
C 1.02644 -3.93370 7.11974 0.0519 -0.1169 -0.0706
Cl 1.45608 -2.26510 6.64924 0.0916 -0.3343 0.1743
H -1.02207 -3.43218 7.56221 0.0220 0.0493 0.0102
H -0.49067 -5.00824 8.16328 0.0393 -0.0148 0.0030
H 0.82952 -4.48073 6.19903 -0.0286 0.0355 -0.0131
H 1.89054 -4.37606 7.60806 0.0148 0.0655 0.0416
Cl -2.51114 1.23068 -6.96996 -0.1323 -0.0674 0.0805
C -4.24340 0.90950 -6.67073 0.0040 0.0352 -0.1274
C -4.59109 0.82273 -5.20773 -0.0417 0.0957 0.0229
Cl -3.91311 -0.63339 -4.43432 0.0716 -0.0149 0.0226
H -4.50463 -0.00868 -7.19053 0.0421 -0.0257 0.0138
H -4.78963 1.73586 -7.12253 -0.0144 0.0154 0.0350
H -5.67210 0.76034 -5.09649 -0.0059 -0.0134 -0.0284
H -4.23395 1.69174 -4.66072 0.0686 -0.0326 0.0086
Cl -2.44264 4.13326 -0.21895 -0.0988 0.2147 -0.1279
C -2.32028 4.54112 1.51242 0.0189 -0.0907 0.0942
C -2.25363 6.02808 1.74274 -0.0660 0.0246 0.0623
Cl -0.72489 6.73211 1.15497 -0.0002 0.0137 -0.0186
H -1.44669 4.03140 1.91119 0.0240 -0.0185 -0.0373
H -3.20711 4.13536 1.99769 -0.0273 0.0397 -0.0133
H -2.30740 6.23175 2.81091 0.0327 -0.0319 0.0101
H -3.07071 6.54590 1.24705 0.0329 0.0036 -0.0581
Cl 7.00140 1.16635 -1.29148 0.0162 0.0457 0.0151
C 7.33657 -0.58246 -1.30289 -0.0313 -0.0907 0.1103
C 7.66282 -1.08911 -2.68382 0.0681 -0.0608 -0.0060
Cl 6.25407 -1.03593 -3.77453 0.0038 0.0192 -0.0187
H 6.46530 -1.08725 -0.88997 -0.0593 0.0511 -0.0599
H 8.18642 -0.75037 -0.64294 0.0360 0.0183 -0.0409
H 7.97905 -2.12920 -2.62344 -0.0348 -0.0111 0.0257
H 8.45935 -0.50778 -3.14105 -0.0381 0.0466 -0.0190
Cl -1.50690 4.62230 -10.03055 0.0051 0.0102 0.0107
C -0.38020 3.53770 -10.88649 0.0127 0.0137 -0.0916
C -0.40262 2.13950 -10.32566 -0.0203 -0.1190 -0.0294
Cl 0.28314 2.06162 -8.68585 0.0947 0.0249 0.0233
H 0.61359 3.97308 -10.82462 -0.0053 0.0157 0.0673
H -0.68936 3.51802 -11.93021 -0.0297 -0.0216 0.0077
H 0.19863 1.48456 -10.95442 0.0269 0.0354 -0.0147
H -1.41592 1.74661 -10.28279 -0.0178 0.0379 0.0557

[2]
77
Properties=species:S:1:pos:R:3:forces:R:3 method="wB97M-V/def2-TZVPD" e_tot_ha=-2575.1935 orbital_gap_ev=8.22 fmax_ev_per_a=2.452 lumo_energy_ev=0.20
C -0.21628 -1.56044 -1.79122 -0.2959 0.5797 0.0089
C -0.37759 -0.22043 -1.56239 0.4604 -0.7136 -0.2236
C 0.84840 0.65133 -1.49201 -0.5354 0.1395 -1.4584
C 0.96076 1.40849 -0.14747 -1.7546 0.8282 -1.4995
O 0.40423 0.86683 0.98517 0.8477 -0.5486 -0.1594
C 0.88060 -0.42009 1.38947 0.3273 -0.8582 1.1590
C 2.26175 -0.39114 2.06210 -0.0754 0.7821 -1.1192
C 0.21121 2.74797 -0.29719 1.2299 0.0304 -0.1887
O 0.86835 3.60198 0.66841 -0.0778 0.0094 0.1009
S 2.42710 3.26982 0.67618 -0.4382 -0.9323 -0.3012
O 2.81194 3.16477 2.02432 0.1754 -0.3360 0.9277
O 3.20934 4.05050 -0.19144 0.1912 1.0400 -0.7821
O 2.31745 1.84418 -0.08952 0.1917 0.0953 1.2616
H 0.20603 -1.87127 -2.74255 1.9067 -0.2012 0.7737
H -0.43353 -2.30925 -1.03679 -1.8834 -0.4258 -0.8318
H -1.37704 0.19359 -1.48473 0.0028 0.0978 1.8864
H 1.73604 0.04690 -1.64807 0.0902 -0.1301 0.0359
H 0.81980 1.41273 -2.27538 0.3742 0.2675 0.0771
H 0.87630 -1.15809 0.59523 -0.1060 0.2455 -0.3348
H 0.16764 -0.77386 2.12846 -0.3217 0.1861 -0.0393
H 2.44748 0.63908 2.35466 0.0968 -0.0151 0.5004
H 2.36150 -1.07208 2.89751 -0.0992 -0.1145 0.0615
H 3.00648 -0.61226 1.29847 0.2602 -0.2147 0.1370
H 0.45732 3.20529 -1.25054 -0.5082 -0.1809 -0.3568
H -0.84388 2.60847 -0.11369 -0.1278 0.4109 0.2891
C -2.64090 5.54098 0.32856 0.2005 -0.2111 -0.2934
C -4.08078 5.20590 0.03872 0.4481 0.1569 0.2065
C -4.81057 4.50607 1.15849 -0.1916 0.0752 0.1085
O -5.82535 3.78631 0.44236 0.1384 -0.0002 -0.0528
C -5.33915 3.53590 -0.79993 0.0356 -0.0273 -0.0637
O -5.84629 2.80530 -1.58619 0.0217 0.0398 -0.0417
O -4.19329 4.23109 -1.01523 -0.2526 -0.0012 0.0940
H -2.15841 5.94423 -0.56153 -0.0362 0.0973 0.0286
H -2.56663 6.27696 1.12837 -0.0513 0.0057 0.0033
H -2.08433 4.64892 0.61860 -0.0571 -0.0013 0.1063
H -4.61896 6.10305 -0.28039 -0.0858 -0.0477 0.0146
H -5.25554 5.19185 1.87501 -0.1895 -0.0714 -0.0618
H -4.18480 3.78423 1.68863 0.1033 0.0528 -0.0502
C 5.31087 -3.89026 -2.76829 0.1150 0.2648 0.2724
C 3.98904 -4.37896 -2.23362 0.4782 0.1298 -0.2986
C 2.81305 -4.15675 -3.15166 -0.1386 -0.1996 -0.0855
O 1.72369 -4.09837 -2.22171 0.0891 0.0182 0.0348
C 2.22546 -3.64999 -1.04429 0.0465 -0.0419 0.1350
O 1.55854 -3.32294 -0.11350 0.1074 0.0143 -0.0617
O 3.57921 -3.63057 -1.07674 -0.3445 -0.0475 0.0287
H 6.08610 -3.98723 -2.00880 -0.0012 -0.0946 -0.0160
H 5.60612 -4.46571 -3.64556 -0.0391 -0.0365 0.0066
H 5.25561 -2.83469 -3.03894 -0.0782 -0.0189 -0.0561
H 4.06938 -5.42863 -1.93782 -0.1088 -0.0061 -0.0005
H 2.66802 -4.96227 -3.86728 -0.1851 -0.0415 0.0968
H 2.86361 -3.20334 -3.68412 0.1256 0.0117 0.0315
C 7.30481 -0.39770 0.87633 0.0204 -0.3079 -0.3310
C 6.41120 -1.12894 1.84623 0.2927 0.4551 -0.2733
C 7.04664 -1.41533 3.18365 -0.1769 0.0226 0.2328
O 6.31039 -2.56801 3.61585 0.0659 0.0123 -0.1465
C 5.88331 -3.21725 2.50029 -0.0647 -0.0421 -0.0296
O 5.39374 -4.29704 2.49343 0.0403 -0.0492 -0.0013
O 6.09553 -2.45433 1.39519 -0.0225 -0.0877 0.1927
H 6.82446 -0.31926 -0.09887 -0.0552 0.0966 0.0385
H 7.52414 0.60622 1.23880 -0.0472 -0.0005 0.0367
H 8.24311 -0.93508 0.72961 0.0171 0.0030 0.0955
H 5.46488 -0.59068 1.95532 0.0135 -0.0132 0.1540
H 6.93966 -0.59971 3.89459 -0.1248 -0.1209 0.1076
H 8.10176 -1.68795 3.10139 0.0010 0.0385 -0.1164
C -7.40044 0.33867 -0.92659 0.2596 -0.2297 0.2039
C -8.20200 -0.86053 -0.48873 0.2259 0.4870 -0.1815
C -9.36049 -0.55007 0.42544 -0.2343 -0.0846 -0.0434
O -9.51169 -1.78312 1.14255 0.1163 0.0708 -0.0255
C -8.29163 -2.38131 1.17372 0.0982 -0.0361 0.0220
O -8.02198 -3.32628 1.83853 -0.0112 -0.0185 0.0291
O -7.42661 -1.74492 0.34267 -0.2772 -0.1178 0.0319
H -6.52455 0.02849 -1.49402 -0.0574 0.0175 -0.0940
H -8.00067 0.99852 -1.55069 -0.0086 -0.0049 -0.0061
H -7.03916 0.90290 -0.06744 -0.0982 0.0284 0.0259
H -8.53243 -1.43212 -1.36143 -0.0767 -0.0519 0.0648
H -10.27363 -0.30065 -0.10963 -0.0827 -0.1675 0.0789
H -9.13349 0.24142 1.14369 0.1061 0.0402 -0.0760

[3]
24
Properties=species:S:1:pos:R:3:forces:R:3 method="wB97M-V/def2-TZVPD" e_tot_ha=-994.3671 relative_energy_kj_mol=323.4 charge=+1 orbital_gap_ev="6.95 / 6.96" fmax_ev_per_a=3.941 lumo_energy_ev="-6.82 / -6.81"
C -1.86485 -2.90858 -1.03634 0.1904 3.0764 -0.5828
C -1.85800 -1.79438 -1.90554 0.8022 -0.6908 2.9495
C -1.49327 -2.83151 0.25634 1.6219 0.9074 1.8164
C -1.36398 -0.60678 -1.45611 0.8573 0.2480 1.5061
C -0.91264 -1.65092 0.72388 -0.2707 1.0264 -1.6251
C -0.84186 -0.55380 -0.12738 -1.2501 -0.4026 -2.4427
C 0.14931 -0.18934 1.77712 0.8337 2.0601 2.7038
C 3.24128 1.79101 -0.28577 -1.0769 0.2844 1.2144
C 2.13719 1.77760 0.47861 1.4440 -0.3988 0.6644
C -0.40984 1.95177 0.54184 0.0936 0.0590 -2.3248
C 0.82140 1.53008 -0.15563 1.0515 0.2523 -1.5589
N -0.28111 -1.32069 1.96527 0.2961 0.7031 0.1252
N -0.10852 0.50808 0.53470 -0.5084 -1.0540 1.3664
Cl 0.81730 1.59960 3.61687 -0.8439 -2.3869 -2.1213
H -2.17574 -3.75156 -1.46721 -1.2901 -3.5424 -1.1481
H -2.19900 -1.86751 -2.87548 -0.7096 -0.2712 -1.8761
H -1.41581 -3.60227 0.97252 -0.4484 -1.3310 0.2383
H -1.38426 0.16254 -2.18064 0.3162 1.2524 -0.1462
H 4.16155 2.07306 0.10468 1.4283 0.3572 1.5582
H 3.46567 1.63172 -1.29537 -1.1092 -0.4329 -1.8186
H 2.28096 1.89051 1.61963 -0.6986 0.0945 -2.1858
H -0.40353 2.51026 1.40451 1.0981 0.3836 2.6038
H -1.30596 2.30693 0.10976 -0.9088 -0.5754 -1.5093
H 0.94370 1.34417 -1.32028 -0.9188 0.3812 2.5930